Here is a cluster of 5 separate species, C38H74BrCl3INO3P in total at a distorted geometry from the OMol25 dataset. Energies are from the ωB97M-V functional and the def2-TZVPD basis.

LUMO energy: -4.45 eV
charge: +1
orbital gap: 7.461 eV
maximum force: 1.117 eV/Å

Atoms and positions in Å:
C: -0.472347 4.075147 -0.768301
C: 0.050689 3.127292 0.264371
Cl: 0.833340 3.880540 1.588570
C: -0.049539 1.803273 0.183638
Cl: 0.525666 0.765780 1.430032
C: -0.723214 1.159025 -0.964129
C: -2.039590 0.798122 -0.760766
N: -2.798835 0.216497 -1.698946
C: -4.188862 -0.133454 -1.306249
C: -5.275970 0.700421 -2.006111
C: -6.205437 1.416838 -1.027766
Br: -6.739216 3.123945 -1.789788
C: -2.272650 -0.027021 -2.916311
I: -3.525786 -1.002769 -4.283843
C: -0.943251 0.326880 -3.224971
P: -0.319721 0.061884 -4.929620
O: 1.024747 0.566173 -5.134314
O: -1.360593 0.703919 -5.949295
O: -0.442800 -1.505024 -5.113163
C: -0.114861 0.904351 -2.213925
C: 1.332774 1.265882 -2.392341
C: 2.312257 0.040088 -2.377262
C: 2.969931 -0.196387 -1.014082
Cl: 3.613809 0.265214 -3.562817
H: 0.285996 4.337967 -1.498470
H: -1.356325 3.675355 -1.249803
H: -0.777214 4.984436 -0.264389
H: -2.491193 0.985141 0.197196
H: -4.315934 -1.202613 -1.429531
H: -4.255640 0.061594 -0.244285
H: -4.827808 1.391020 -2.709367
H: -5.871393 0.029777 -2.614422
H: -5.746369 1.595671 -0.066394
H: -7.129102 0.870855 -0.917742
H: -1.820782 1.468535 -5.585052
H: -0.789633 -1.741103 -5.985669
H: 1.505460 1.825454 -3.300531
H: 1.629729 1.904019 -1.567914
H: 1.738558 -0.842526 -2.642036
H: 2.456695 0.293260 -0.202409
H: 3.978986 0.196769 -1.036689
H: 3.067458 -1.261132 -0.838980
C: -9.828658 1.186738 -2.416364
C: -9.807665 2.048106 -3.676031
C: -10.826257 3.185359 -3.649250
C: -12.287350 2.740815 -3.565979
C: -12.742126 1.813437 -4.691703
C: -12.654994 2.449240 -6.076397
H: -10.787767 0.685928 -2.284318
H: -9.059740 0.409931 -2.471319
H: -9.635165 1.792348 -1.527782
H: -9.966544 1.416179 -4.554219
H: -8.810568 2.480833 -3.787189
H: -10.683464 3.808165 -4.536243
H: -10.611863 3.832761 -2.792614
H: -12.919538 3.633332 -3.563883
H: -12.465573 2.247259 -2.606322
H: -13.778178 1.524095 -4.501321
H: -12.161047 0.886817 -4.676986
H: -13.258057 3.357579 -6.125316
H: -13.023083 1.763208 -6.839860
H: -11.628372 2.709918 -6.338904
C: 4.377028 -4.353517 -8.976127
C: 3.067292 -4.743917 -8.297568
C: 2.288124 -3.548956 -7.751877
C: 3.008704 -2.745813 -6.667025
C: 3.427090 -3.547121 -5.436081
C: 2.250447 -4.155013 -4.676863
H: 5.066129 -3.873796 -8.279918
H: 4.879042 -5.233613 -9.378538
H: 4.196153 -3.664696 -9.803488
H: 3.268296 -5.460731 -7.496943
H: 2.436773 -5.266393 -9.021375
H: 1.324647 -3.902970 -7.366990
H: 2.049939 -2.873406 -8.580240
H: 2.356227 -1.925663 -6.348580
H: 3.894358 -2.269936 -7.095095
H: 3.971083 -2.880458 -4.762054
H: 4.128064 -4.338075 -5.714127
H: 1.554307 -3.376623 -4.355265
H: 2.596642 -4.684241 -3.787626
H: 1.699930 -4.872188 -5.288255
C: 3.057243 1.818983 3.611654
C: 2.740001 0.875741 4.768635
C: 1.851935 1.508971 5.838263
C: 2.458502 2.724254 6.541517
C: 3.801876 2.464715 7.220345
C: 3.730119 1.420509 8.330570
H: 3.616261 2.692673 3.949663
H: 3.663716 1.312974 2.856708
H: 2.145408 2.154369 3.124120
H: 3.670239 0.513299 5.212981
H: 2.228099 -0.008722 4.375517
H: 1.594923 0.748265 6.580160
H: 0.903605 1.811511 5.380149
H: 1.744731 3.082939 7.289215
H: 2.576056 3.542104 5.824385
H: 4.162201 3.405650 7.642986
H: 4.546692 2.159813 6.479886
H: 3.020553 1.720610 9.103944
H: 4.706052 1.297249 8.801601
H: 3.425637 0.445092 7.947611
C: 9.599955 -2.625479 10.552471
C: 8.908631 -1.446943 9.872678
C: 7.384622 -1.501741 9.961713
C: 6.741923 -2.712448 9.282982
C: 7.068436 -2.865708 7.798520
C: 6.583615 -1.694525 6.949224
H: 9.334813 -3.574666 10.084745
H: 10.684101 -2.523497 10.492955
H: 9.327089 -2.679544 11.608105
H: 9.224370 -1.390591 8.827261
H: 9.247937 -0.520341 10.342443
H: 6.971199 -0.582316 9.536480
H: 7.090672 -1.500624 11.015822
H: 5.656034 -2.639402 9.401658
H: 7.038839 -3.625197 9.806384
H: 6.599493 -3.783796 7.435084
H: 8.144338 -2.998409 7.658664
H: 5.502895 -1.566753 7.048058
H: 6.806616 -1.863758 5.894526
H: 7.064273 -0.759276 7.240228

Forces on the atoms, in the same order (eV/Å):
-0.2 0.0 0.4
0.1 0.2 -0.1
0.0 0.0 0.1
0.1 0.3 0.1
-0.2 -0.3 0.0
-0.5 -0.5 -0.2
0.8 0.3 0.0
0.0 0.0 0.2
-0.3 0.1 0.1
0.0 -0.5 0.0
0.0 0.2 -0.6
0.1 0.1 0.2
0.4 -0.1 -0.6
0.0 0.0 0.2
-0.5 0.0 0.5
1.1 0.0 -0.3
0.2 0.3 0.4
-0.4 -0.3 0.4
-0.5 0.2 -0.2
-0.3 0.0 -0.2
0.6 -0.1 0.1
-0.5 0.2 0.4
0.3 0.0 -0.4
0.0 -0.1 -0.3
0.1 0.0 -0.2
0.0 -0.1 -0.3
0.0 0.2 0.0
-0.2 0.0 0.1
0.0 -0.1 -0.2
0.2 -0.1 0.2
0.2 0.3 0.0
-0.2 0.0 -0.2
0.0 0.2 0.2
-0.2 -0.1 0.3
0.0 0.2 -0.3
0.1 -0.3 0.0
-0.2 0.0 -0.3
0.0 0.2 0.1
0.1 -0.2 -0.4
-0.3 -0.1 0.2
0.1 0.2 0.1
-0.1 -0.2 0.2
0.1 0.0 -0.1
0.0 0.0 0.1
0.0 0.0 0.0
0.0 -0.1 0.0
0.0 0.1 -0.1
0.0 -0.1 0.0
0.0 0.0 0.0
0.0 0.0 0.0
0.0 0.0 0.0
0.0 0.0 0.0
0.0 0.0 -0.1
0.0 0.0 0.0
0.0 0.0 0.0
0.0 0.0 0.0
0.0 0.0 0.0
0.0 0.0 0.0
0.0 0.0 0.0
0.0 0.0 0.0
0.0 0.0 0.0
0.0 0.0 0.0
0.0 -0.1 0.1
0.0 0.0 -0.1
-0.1 0.0 0.1
0.0 0.0 0.0
-0.1 0.0 0.1
0.1 -0.1 0.0
0.0 0.0 0.0
0.0 0.0 0.0
0.0 0.0 0.0
0.0 0.0 0.0
0.0 0.0 0.0
0.0 0.0 0.0
0.0 0.0 0.0
0.0 0.0 0.0
0.0 0.0 0.0
0.0 0.0 0.0
0.0 0.0 0.0
0.0 0.0 0.0
0.0 0.0 0.0
0.0 0.0 0.0
0.2 -0.2 0.1
-0.1 0.0 -0.1
0.0 0.0 0.0
0.0 0.0 -0.1
-0.1 0.0 0.1
0.1 0.0 -0.1
0.0 0.0 0.0
0.0 0.0 0.0
0.0 0.1 0.1
0.0 0.0 0.0
0.0 0.0 0.0
0.0 0.0 0.0
0.0 0.0 0.0
0.0 0.0 0.0
0.0 0.0 0.0
0.0 0.0 0.0
0.0 0.0 0.0
0.0 0.0 0.0
0.0 0.0 0.0
0.0 0.0 0.0
0.0 0.1 -0.1
0.0 0.0 0.1
0.0 0.0 0.0
0.0 0.0 0.0
-0.1 0.0 0.0
0.1 -0.1 0.0
0.0 0.0 0.0
0.0 0.0 0.0
0.0 0.0 0.0
0.0 0.0 0.0
0.0 0.0 0.0
0.0 0.0 0.0
0.0 0.0 0.0
0.0 0.0 0.0
0.0 0.0 0.0
0.0 0.0 0.0
0.0 0.0 0.0
0.0 0.0 0.0
0.0 0.0 0.0
0.0 0.0 0.0